[1]
{
  "formula": "C23H30N4O4",
  "method": "ωB97M-V/def2-TZVPD",
  "relative_energy_kj_mol": 178.3,
  "spin_multiplicity": 1,
  "homo_ev": -7.8,
  "orbital_gap_ev": 8.401,
  "lumo_ev": 0.55,
  "elements": ["C", "C", "O", "C", "O", "N", "C", "C", "N", "C", "C", "N", "C", "C", "N", "C", "C", "C", "C", "C", "C", "C", "C", "C", "C", "C", "O", "C", "O", "C", "C", "H", "H", "H", "H", "H", "H", "H", "H", "H", "H", "H", "H", "H", "H", "H", "H", "H", "H", "H", "H", "H", "H", "H", "H", "H", "H", "H", "H", "H", "H"],
  "positions_angstrom": [[-0.9422, 7.3715, -4.8792], [-1.7384, 6.0749, -4.8812], [-0.9975, 5.0022, -4.3008], [-1.0089, 4.9422, -2.9519], [-1.6590, 5.6731, -2.2414], [-0.1915, 3.9691, -2.4792], [-0.1867, 3.6631, -1.0681], [-0.8263, 2.2868, -0.8267], [-0.1611, 1.2806, -1.6348], [0.9093, 0.6091, -1.1511], [1.2840, 0.0809, 0.0911], [0.6829, -0.1250, 1.2761], [-0.7204, -0.4835, 1.3516], [-0.8662, -2.0105, 1.3564], [-0.1169, -2.5483, 2.4732], [-0.3915, -3.9298, 2.7403], [-0.0514, -4.9235, 1.8314], [-0.3284, -6.2463, 2.1153], [-0.9460, -6.5764, 3.3077], [-1.2921, -5.5967, 4.2270], [-1.9585, -5.9744, 5.5147], [-1.0138, -4.2563, 3.9448], [-1.3764, -3.1820, 4.9232], [1.2962, -2.2428, 2.3425], [1.4649, -0.7223, 2.3432], [2.6506, -0.2009, -0.3930], [3.7065, -0.4537, 0.1396], [2.1631, 0.1627, -1.7794], [2.5443, 0.0280, -2.9206], [-0.1616, 1.6049, -3.0502], [0.4735, 2.9795, -3.2961], [-0.7519, 7.6846, -3.8557], [0.0076, 7.2313, -5.3898], [-1.5084, 8.1475, -5.3861], [-2.6721, 6.2048, -4.3245], [-1.9538, 5.7452, -5.8999], [-0.7448, 4.4438, -0.5494], [0.8494, 3.6507, -0.7106], [-0.7429, 2.0321, 0.2290], [-1.8818, 2.3197, -1.1145], [-1.2588, -0.0712, 0.4993], [-1.1291, -0.0763, 2.2812], [-1.9169, -2.2823, 1.4779], [-0.5141, -2.3988, 0.3831], [0.4322, -4.6610, 0.9016], [-0.0632, -7.0190, 1.4090], [-1.1619, -7.6118, 3.5288], [-2.9282, -5.4859, 5.6037], [-2.1063, -7.0497, 5.5704], [-1.3529, -5.6637, 6.3654], [-0.8842, -3.3547, 5.8792], [-1.0704, -2.2153, 4.5357], [-2.4513, -3.1720, 5.0996], [1.8259, -2.6774, 3.1917], [1.7346, -2.6456, 1.4136], [2.5137, -0.4605, 2.2101], [1.1006, -0.3144, 3.2905], [0.3931, 0.8396, -3.5919], [-1.2017, 1.6138, -3.3909], [0.3915, 3.2577, -4.3444], [1.5321, 2.9418, -3.0150]],
  "forces_ev_per_a": [[-0.07, -0.41, 0.10], [-0.29, 0.47, -0.07], [0.19, -0.22, 0.14], [0.10, -0.04, -0.06], [-0.30, 0.32, 0.06], [0.13, -0.07, -0.05], [-0.29, -0.01, 0.28], [0.10, 0.39, 0.19], [0.05, -0.46, 0.08], [-0.13, 0.09, 0.46], [-0.37, 0.08, -0.31], [0.16, 0.36, -0.14], [-0.33, -0.31, -0.17], [-0.17, 0.35, -0.03], [0.07, -0.18, -0.19], [-0.07, -0.04, 0.11], [0.02, 0.05, -0.04], [0.04, -0.01, -0.10], [-0.02, 0.02, 0.04], [0.03, -0.11, -0.09], [0.02, 0.02, -0.04], [0.04, 0.05, -0.07], [0.00, -0.02, 0.00], [0.13, 0.34, 0.14], [0.38, -0.33, 0.25], [0.71, 0.12, 0.53], [-0.30, -0.15, -0.22], [0.01, -0.31, -0.82], [0.04, 0.22, 0.33], [0.20, 0.17, -0.46], [-0.07, -0.32, -0.25], [0.01, 0.07, 0.05], [0.07, 0.04, -0.07], [-0.04, 0.11, -0.06], [0.12, -0.07, -0.16], [-0.01, 0.02, 0.14], [0.12, -0.10, 0.00], [-0.05, 0.00, 0.02], [-0.05, -0.04, 0.00], [0.03, 0.01, 0.08], [0.00, 0.06, 0.02], [-0.04, -0.01, -0.07], [0.02, 0.02, -0.07], [-0.04, -0.02, 0.05], [0.06, 0.05, -0.10], [0.02, -0.06, -0.06], [-0.03, -0.10, 0.04], [-0.08, 0.01, 0.09], [-0.03, -0.05, 0.04], [-0.02, 0.01, 0.12], [-0.01, 0.02, 0.14], [-0.04, 0.03, 0.09], [-0.09, 0.03, 0.10], [0.05, 0.02, -0.05], [0.00, -0.03, 0.05], [-0.07, 0.03, 0.02], [0.05, -0.05, -0.01], [-0.08, 0.02, 0.02], [0.05, 0.01, -0.04], [0.09, -0.07, 0.09], [-0.02, -0.02, -0.07]]
}

[2]
{
  "formula": "C5H13N2O",
  "method": "ωB97M-V/def2-TZVPD",
  "relative_energy_kj_mol": 357.8,
  "spin_multiplicity": 2,
  "homo_ev": [3.4, 1.0],
  "orbital_gap_ev": [3.353, 5.724],
  "lumo_ev": [6.74, 6.68],
  "total_charge": -2,
  "elements": ["C", "N", "C", "O", "C", "C", "C", "N", "H", "H", "H", "H", "H", "H", "H", "H", "H", "H", "H", "H", "H"],
  "positions_angstrom": [[0.5965, -0.9436, 0.6385], [1.9710, -0.9631, 1.1360], [3.7641, 1.2029, -0.5892], [3.9956, -0.0135, -0.8051], [0.1478, 0.3553, -0.0580], [-1.0052, 0.1505, -1.0350], [-2.3975, -0.2393, -0.4331], [-2.8182, 1.0924, 0.4223], [0.5403, -1.7487, -0.1013], [-0.1175, -1.2274, 1.4260], [2.1241, -0.2253, 1.7749], [3.5385, 1.5083, 0.4782], [2.6222, -0.7747, 0.3454], [-0.2693, 0.9733, 0.7465], [0.9751, 0.7840, -0.6224], [-1.2970, 1.0850, -1.4799], [-0.7992, -0.6081, -1.8023], [-2.3004, -1.2711, -0.0986], [-2.3780, 0.2064, 0.8574], [-3.8355, 0.9021, 0.5056], [-3.0574, -0.2455, -1.3061]],
  "forces_ev_per_a": [[0.17, -0.27, -0.67], [0.04, -0.87, -1.01], [0.81, -0.22, -2.17], [-0.39, 1.03, 0.87], [-0.83, -0.78, 0.37], [-1.40, -0.60, 0.50], [1.21, 1.50, -4.40], [0.44, -3.66, -0.30], [-0.08, -0.11, 0.00], [0.18, 0.13, -0.04], [0.11, 0.97, 0.75], [-0.23, -0.65, 1.09], [-0.35, -0.16, 0.69], [0.63, 0.65, -0.35], [0.16, 0.29, 0.42], [0.52, 0.48, -0.67], [0.36, 0.19, -0.03], [-0.66, 0.14, 1.16], [-0.70, 2.10, 3.34], [0.29, 0.10, 0.28], [-0.28, -0.27, 0.17]]
}

[3]
{
  "formula": "C22H24N4O5S",
  "method": "ωB97M-V/def2-TZVPD",
  "relative_energy_kj_mol": 128.2,
  "spin_multiplicity": 1,
  "homo_ev": -9.0,
  "orbital_gap_ev": 9.312,
  "lumo_ev": 0.36,
  "elements": ["C", "C", "C", "C", "C", "N", "C", "O", "C", "C", "N", "N", "C", "O", "C", "C", "C", "C", "C", "S", "O", "O", "N", "C", "C", "C", "C", "C", "C", "O", "C", "C", "H", "H", "H", "H", "H", "H", "H", "H", "H", "H", "H", "H", "H", "H", "H", "H", "H", "H", "H", "H", "H", "H", "H", "H"],
  "positions_angstrom": [[5.7832, -0.1198, -1.8718], [4.7600, 0.5222, -0.9858], [4.9656, 0.5821, 0.3887], [4.0363, 1.1686, 1.2244], [2.8826, 1.7171, 0.6821], [1.9235, 2.3251, 1.5378], [2.2574, 3.2268, 2.5386], [3.3672, 3.6034, 2.7908], [0.9656, 3.6724, 3.2030], [-0.0900, 2.7145, 2.6777], [-0.4164, 1.6979, 3.6985], [-1.0323, 0.5621, 3.1557], [-0.2600, -0.4615, 2.7035], [0.9316, -0.4973, 2.9528], [-0.9789, -1.5209, 1.9495], [-0.5531, -2.8420, 2.0532], [-1.1670, -3.8394, 1.3143], [-2.1935, -3.5198, 0.4396], [-2.5924, -2.2021, 0.3232], [-3.8534, -1.7660, -0.8716], [-4.8407, -2.8042, -0.9212], [-4.2967, -0.4270, -0.5877], [-2.9336, -1.8695, -2.2772], [-2.1646, -0.6676, -2.5419], [-3.1031, 0.2185, -3.3656], [-3.9059, -0.7899, -4.2005], [-3.6919, -2.1424, -3.4885], [-2.0074, -1.2012, 1.0688], [0.5764, 2.0571, 1.4689], [0.0225, 1.3718, 0.6457], [2.6582, 1.6677, -0.6849], [3.5948, 1.0675, -1.5070], [5.4693, -0.0971, -2.9120], [5.9416, -1.1563, -1.5775], [6.7369, 0.3991, -1.7843], [5.8651, 0.1578, 0.8099], [4.2015, 1.2032, 2.2889], [0.7659, 4.7049, 2.9127], [1.0595, 3.6440, 4.2881], [-1.0311, 3.1934, 2.3893], [0.4573, 1.3484, 4.1045], [-2.0011, 0.6662, 2.8965], [0.2639, -3.0700, 2.7212], [-0.8383, -4.8627, 1.4125], [-2.6923, -4.2672, -0.1561], [-1.2783, -0.9525, -3.1168], [-1.8516, -0.2127, -1.6043], [-3.7620, 0.7551, -2.6841], [-2.5613, 0.9358, -3.9787], [-4.9604, -0.5239, -4.2335], [-3.5323, -0.8385, -5.2231], [-3.1040, -2.8263, -4.1075], [-4.6205, -2.6351, -3.2048], [-2.3437, -0.1872, 0.9187], [1.7565, 2.0883, -1.1013], [3.4153, 1.0294, -2.5716]],
  "forces_ev_per_a": [[0.02, 0.00, 0.03], [-0.05, 0.02, 0.00], [-0.08, 0.03, -0.05], [-0.09, 0.01, -0.01], [0.21, -0.13, -0.22], [0.36, -0.21, -0.37], [-0.17, 0.34, 0.26], [0.09, 0.02, 0.06], [-0.09, -0.08, 0.08], [-0.23, -0.08, -0.16], [0.23, -0.05, 0.28], [-0.14, 0.21, 0.00], [-0.17, 0.11, 0.17], [0.20, -0.14, 0.02], [-0.03, -0.27, -0.27], [-0.01, 0.23, 0.07], [-0.10, 0.02, -0.06], [0.00, -0.11, 0.00], [-0.40, 0.26, -0.32], [0.42, -0.31, 0.11], [0.14, -0.21, -0.09], [0.28, 0.06, -0.01], [-0.49, -0.22, 0.98], [0.30, 0.56, -0.02], [0.08, 0.04, 0.02], [0.03, 0.00, -0.02], [-0.48, -0.32, -0.41], [0.03, 0.07, 0.13], [-0.54, 0.10, 0.18], [0.04, 0.14, -0.17], [-0.03, 0.09, 0.16], [0.07, -0.02, 0.05], [0.03, -0.03, -0.08], [0.05, -0.08, -0.05], [0.08, -0.01, -0.06], [0.10, -0.05, 0.06], [0.00, 0.01, 0.09], [0.04, -0.03, 0.00], [0.04, 0.01, -0.01], [0.22, -0.03, -0.08], [-0.28, 0.06, -0.06], [0.12, -0.09, 0.14], [0.08, -0.01, 0.04], [0.01, -0.08, 0.00], [0.00, -0.17, -0.06], [-0.01, 0.01, 0.08], [0.19, 0.09, -0.06], [0.05, 0.05, -0.06], [0.00, 0.06, 0.01], [-0.02, 0.00, -0.07], [-0.06, 0.00, -0.02], [-0.08, 0.04, 0.07], [0.04, -0.08, -0.23], [0.04, 0.16, 0.02], [-0.07, 0.03, -0.01], [0.00, -0.01, -0.11]]
}